Formula: C19H38MoNO3P3
Source: the Open Molecules 2025 dataset
Level of theory: the ωB97M-V functional and the def2-TZVPD basis

- lowest unoccupied orbital energy (alpha / beta) (eV) = -14.2319 / -14.2512
- <S²> = 2.009
- charge = +4
- frontier orbital gap (alpha / beta) (eV) = 3.219 / 3.196
- 2S+1 = 3

Each line ends with the Löwdin spin population.
Element x y z (Å)
P 3.68283 -0.27452 0.70058  0.0005
C 4.23022 -0.47142 2.38142  0.0000
H 5.27258 -0.82149 2.37710  0.0000
H 3.60186 -1.21009 2.89843  0.0000
H 4.17720 0.49483 2.90195  0.0000
C 3.23732 -1.82915 -0.07716  0.0005
H 2.89762 -1.66764 -1.11257  0.0002
H 2.41550 -2.29157 0.49001  0.0000
H 4.11134 -2.49860 -0.07873  0.0000
C 4.77119 0.71962 -0.31665  0.0000
H 5.76068 0.24437 -0.38597  0.0000
H 4.88000 1.71504 0.13977  0.0000
H 4.34941 0.83673 -1.32637  0.0000
P -1.21047 4.02522 -0.44248  0.0011
C -0.86776 3.95167 1.30631  -0.0002
H -1.35064 4.79298 1.81627  0.0000
H 0.20387 3.95409 1.51115  0.0000
H -1.21095 3.00410 1.72377  -0.0001
C -0.21393 5.23495 -1.32124  0.0002
H -0.22166 5.01084 -2.40152  0.0000
H 0.84291 5.15974 -1.02160  0.0000
H -0.61211 6.24293 -1.12618  0.0001
C -2.95306 4.12629 -0.85854  0.0003
H -3.31117 5.14954 -0.65828  0.0001
H -3.54601 3.38651 -0.30085  0.0001
H -3.09427 3.85976 -1.91837  0.0000
P -2.81971 -2.19977 0.61977  0.1168
C -3.43568 -2.42224 2.27490  0.0534
H -3.98045 -3.37638 2.20107  0.0111
H -4.10284 -1.58295 2.52088  0.0004
H -2.58660 -2.48440 2.97140  0.0002
C -4.16943 -2.16286 -0.53396  0.0040
H -4.65059 -3.14442 -0.41782  -0.0007
H -3.86213 -2.02349 -1.57744  0.0023
H -4.87924 -1.37650 -0.25010  0.0004
C -1.61510 -3.44772 0.24428  0.0042
H -2.11318 -4.39101 0.51181  -0.0007
H -0.71026 -3.31394 0.85221  0.0004
H -1.34487 -3.46589 -0.81877  0.0024
Mo 0.06161 0.17437 -2.76298  0.9774
C 2.05799 0.64795 0.68349  0.0057
O 1.09163 1.21308 0.99710  0.0117
C -1.95582 -0.56901 0.57863  0.4760
O -1.47293 0.41285 0.98994  0.3068
C -1.35476 0.05864 -4.26721  0.0002
C -0.71814 -1.20081 -4.05332  0.0005
C 0.73214 -1.27938 -4.00897  -0.0029
C 1.49378 -0.06189 -4.19701  -0.0023
C 0.82389 1.17627 -4.40671  -0.0010
C -0.59342 1.23729 -4.42615  -0.0025
H -2.40829 0.17106 -4.02797  0.0056
H -1.31236 -1.98824 -3.61051  0.0060
H 1.17362 -2.11635 -3.50080  0.0051
H 2.50510 -0.02150 -3.80945  0.0049
H 1.33911 2.11409 -4.22387  0.0047
H -1.09962 2.19544 -4.30731  0.0047
C 0.16963 -0.91952 4.11292  0.0002
C 0.55160 -2.12201 3.29932  0.0001
N 0.75445 -3.26728 3.99636  0.0000
O 0.66574 -2.08641 2.06582  0.0015
H 0.26675 -1.09821 5.19047  0.0000
H -0.86785 -0.64277 3.88289  0.0001
H 0.81048 -0.08127 3.81930  0.0001
H 1.03345 -4.09565 3.48636  0.0000
H 0.67979 -3.30393 5.00117  0.0000

Cartesian forces (eV/Å) of the 6 atoms listed first:
P 0.34 -0.58 -0.25
C -0.20 0.12 0.48
H -0.08 0.05 -0.10
H 0.12 0.18 -0.17
H 0.13 -0.21 -0.06
C -0.51 -0.02 -0.12